113
Properties=species:S:1:pos:R:3 method="wB97M-V/def2-TZVPD" orbital_gap_ev=5.25 charge=0 energy_ev=-156779.4875 e_homo_ha=-0.2064 e_lumo_ev=-0.4
C -0.952 7.929 5.734
O -0.623 7.477 4.459
C 0.272 6.365 4.407
C 0.584 6.084 2.949
N -0.717 5.641 2.243
H -0.967 4.695 2.494
H -1.492 6.139 2.656
C -0.712 5.850 0.729
C -1.985 5.411 0.059
O -3.008 6.305 0.475
C -4.266 6.121 -0.176
H -1.616 8.771 5.536
H -0.053 8.255 6.258
H -1.477 7.096 6.201
H -0.216 5.532 4.912
H 1.129 6.539 5.059
H 1.264 5.243 2.817
H 1.034 6.937 2.442
H 0.125 5.200 0.474
H -0.491 6.909 0.594
H -2.268 4.408 0.378
H -1.868 5.278 -1.017
H -4.894 5.310 0.192
H -4.157 6.055 -1.258
H -4.842 7.034 -0.026
C 0.572 -0.823 1.308
O 0.928 -0.322 -0.023
O -0.268 0.116 1.929
C 0.292 -2.395 1.335
F 1.312 -3.173 0.984
F 0.024 -2.738 2.588
F -0.740 -2.818 0.632
C 0.185 -0.814 -1.154
C 0.772 -0.113 -2.413
H 0.209 -0.612 -3.201
H 0.483 0.932 -2.532
H 1.842 -0.297 -2.511
H -0.832 -0.440 -1.033
H 0.311 -1.890 -1.274
H 1.507 -0.692 1.852
Cl 6.735 -2.455 -1.920
C 6.202 -4.177 -2.223
C 6.714 -4.703 -3.562
Cl 6.183 -3.562 -4.867
H 5.121 -4.227 -2.092
H 6.585 -4.814 -1.427
H 6.269 -5.691 -3.672
H 7.804 -4.706 -3.565
Cl -0.275 -4.245 -7.954
C 0.482 -5.570 -7.022
C 1.378 -6.537 -7.886
Cl 0.442 -7.438 -9.105
H -0.398 -6.142 -6.728
H 0.947 -5.182 -6.116
H 1.978 -7.283 -7.365
H 2.148 -6.012 -8.450
Cl 2.149 -2.466 10.221
C 0.866 -2.094 9.043
C 1.065 -0.797 8.239
Cl 0.945 0.631 9.248
H -0.085 -2.036 9.573
H 0.817 -2.871 8.281
H 0.234 -0.705 7.540
H 1.978 -0.854 7.646
C -5.744 -5.034 -1.548
N -4.821 -4.479 -2.580
O -5.209 -3.557 -3.257
O -3.757 -5.099 -2.750
H -5.946 -6.045 -1.900
H -6.629 -4.400 -1.600
H -5.258 -4.911 -0.580
C -4.745 1.483 -7.067
N -5.325 0.785 -8.229
O -6.522 0.560 -8.156
O -4.582 0.494 -9.134
H -5.110 2.506 -7.157
H -3.656 1.452 -7.100
H -4.990 0.992 -6.125
C 2.927 1.777 -8.576
N 3.092 3.237 -8.306
O 3.316 4.000 -9.244
O 3.151 3.530 -7.090
H 3.038 1.513 -9.628
H 1.986 1.440 -8.142
H 3.726 1.233 -8.072
C -4.008 -4.251 7.498
N -5.357 -4.642 7.012
O -6.393 -4.107 7.360
O -5.351 -5.525 6.145
H -3.660 -3.323 7.045
H -3.255 -4.997 7.241
H -4.140 -4.114 8.571
C -5.851 -0.197 3.048
N -5.506 0.939 2.144
O -5.414 2.098 2.548
O -5.488 0.671 0.928
H -6.855 -0.467 2.721
H -5.871 0.166 4.075
H -5.224 -1.041 2.758
C 5.914 4.059 -2.020
N 5.670 5.486 -1.720
O 4.551 5.845 -1.386
O 6.615 6.258 -1.908
H 6.816 3.785 -1.473
H 5.979 3.916 -3.098
H 4.980 3.599 -1.696
C 6.032 -6.599 3.960
N 5.993 -5.220 4.510
O 5.314 -5.089 5.563
O 6.627 -4.371 3.924
H 7.031 -6.798 3.570
H 5.327 -6.883 3.178
H 5.896 -7.246 4.826